P:
{"formula": "C7H14N2O2S", "method": "ωB97M-V/def2-TZVPD", "elements": ["C", "C", "C", "C", "C", "C", "C", "N", "N", "O", "O", "S", "H", "H", "H", "H", "H", "H", "H", "H", "H", "H", "H", "H", "H", "H"], "positions_angstrom": [[-2.31, 0.22, -0.12], [-0.57, 1.28, 1.18], [-0.57, 1.27, -1.31], [-1.52, -1.10, 0.00], [0.34, 0.01, 1.12], [0.33, -0.02, -1.30], [0.77, -2.10, -0.13], [-1.38, 1.31, -0.04], [0.04, -0.81, -0.04], [3.17, 0.97, -0.86], [3.33, 0.39, 1.54], [3.87, 0.24, 0.19], [-2.70, 0.34, -1.06], [-3.01, 0.34, 0.78], [-1.17, 1.06, 2.14], [0.03, 2.22, 1.35], [0.11, 2.08, -1.25], [-1.20, 1.24, -2.04], [-1.74, -1.71, 0.92], [-1.65, -1.95, -0.75], [1.46, 0.21, 0.95], [0.28, -0.59, 1.96], [0.14, -0.55, -2.15], [1.34, 0.22, -1.27], [0.96, -2.55, 0.89], [1.64, -2.03, -0.68]], "charge": 0, "e_homo_ev": [-6.1001, -6.1024]}

---

Q:
{"formula": "C7H14N2O2S", "method": "ωB97M-V/def2-TZVPD", "elements": ["C", "C", "C", "C", "C", "C", "C", "N", "N", "O", "O", "S", "H", "H", "H", "H", "H", "H", "H", "H", "H", "H", "H", "H", "H", "H"], "positions_angstrom": [[-0.72, 1.49, -1.83], [1.52, -0.14, 0.49], [0.52, -0.60, -0.24], [3.78, -0.41, -0.72], [-3.43, 0.50, 1.44], [2.88, -0.75, 0.57], [-2.12, -0.02, 0.80], [-1.54, 1.46, -0.90], [-1.21, 0.72, 0.09], [1.45, 1.06, 1.16], [0.32, -1.63, -0.99], [-2.75, -1.66, -0.17], [-0.84, 2.17, -2.63], [0.40, 1.16, -1.55], [4.80, -0.78, -0.74], [3.20, -0.82, -1.60], [3.83, 0.66, -0.79], [-4.24, 0.58, 0.63], [-3.83, -0.11, 2.35], [-3.59, 1.42, 1.86], [3.00, -1.81, 0.65], [3.42, -0.31, 1.34], [-1.69, -0.57, 1.55], [0.50, 1.43, 1.21], [-0.48, -2.09, -0.71], [-3.17, -0.96, -1.27]], "charge": 0, "e_homo_ev": [-8.3299, -8.3304]}

---

Most stable: P. Least stable: Q.

---

P:
{"formula": "C4H12NO2S", "method": "ωB97M-V/def2-TZVPD", "elements": ["C", "C", "C", "C", "N", "O", "O", "S", "H", "H", "H", "H", "H", "H", "H", "H", "H", "H", "H", "H"], "positions_angstrom": [[1.02, -0.95, 1.22], [-1.66, -0.52, -1.19], [-0.78, 0.75, -1.31], [1.35, 0.12, 0.23], [1.34, 1.52, 0.80], [-2.18, -0.53, 0.13], [-1.24, 1.86, -0.76], [2.51, -0.23, -1.00], [1.41, -0.75, 2.26], [-0.10, -1.09, 1.31], [1.37, -1.90, 0.82], [-2.55, -0.26, -1.92], [-1.17, -1.42, -1.45], [-0.19, 0.78, -2.13], [2.24, 2.07, 0.72], [0.92, 1.59, 1.66], [0.63, 2.18, 0.44], [-2.53, -1.45, 0.21], [-1.69, 1.55, -0.02], [3.28, -1.03, -0.32]], "charge": 1, "e_homo_ev": [-11.3851, -11.9477]}

---

Q:
{"formula": "C4H12NO2S", "method": "ωB97M-V/def2-TZVPD", "elements": ["O", "C", "C", "C", "C", "S", "N", "H", "H", "H", "H", "H", "H", "H", "H", "H", "H", "H", "H", "O"], "positions_angstrom": [[-2.39, -1.31, 1.54], [-1.23, -1.54, 1.65], [-0.23, -0.44, 1.14], [-0.39, -0.58, -0.38], [0.72, 0.01, -1.29], [1.87, 1.19, -0.48], [1.15, -0.74, 1.68], [-0.81, -2.49, 2.03], [-0.56, 0.54, 1.50], [-0.65, -1.60, -0.64], [-1.28, 0.08, -0.56], [0.25, 0.56, -2.09], [1.31, -0.84, -1.69], [1.22, 2.38, -0.41], [1.07, -1.33, 2.52], [1.81, 0.05, 1.74], [1.52, -1.41, 1.01], [-1.10, 1.70, -3.28], [-2.50, 1.47, -2.63], [-1.58, 1.66, -2.45]], "charge": 1, "e_homo_ev": -13.3744}

---

Most stable: Q. Least stable: P.

---

P:
{"formula": "C3H8NO", "method": "ωB97M-V/def2-TZVPD", "elements": ["C", "C", "C", "N", "O", "H", "H", "H", "H", "H", "H", "H", "H"], "positions_angstrom": [[0.75, 0.07, 0.13], [-2.11, 0.34, -0.44], [-1.34, -0.32, 0.71], [3.07, -0.28, 0.02], [1.75, -0.59, 0.41], [0.77, 1.00, -0.46], [-1.86, 0.18, -1.45], [-2.08, 1.38, -0.32], [-3.17, 0.00, -0.42], [-1.41, 0.10, 1.69], [-1.25, -1.44, 0.51], [3.17, 0.55, -0.52], [3.74, -1.01, 0.13]], "charge": 1, "e_homo_ev": -15.3162}

---

Q:
{"formula": "C3H8NO", "method": "ωB97M-V/def2-TZVPD", "elements": ["C", "N", "H", "H", "H", "H", "O", "C", "C", "H", "H", "H", "H"], "positions_angstrom": [[2.00, -1.69, 0.34], [2.35, -1.49, -0.86], [2.56, -2.30, 1.04], [1.13, -1.16, 0.71], [2.03, -0.64, -1.34], [2.99, -2.09, -1.37], [-0.67, 0.22, 0.04], [-1.76, 0.72, 0.19], [-2.08, 2.15, 0.38], [-2.62, 0.02, 0.23], [-2.55, 2.72, -0.42], [-2.72, 2.21, 1.27], [-1.19, 2.70, 0.67]], "charge": 1, "e_homo_ev": -13.4707}

---

R:
{"formula": "C3H8NO", "method": "ωB97M-V/def2-TZVPD", "elements": ["C", "C", "C", "N", "O", "H", "H", "H", "H", "H", "H", "H", "H"], "positions_angstrom": [[1.03, -0.56, -0.21], [-2.47, -0.15, -0.51], [2.36, -0.37, 0.11], [-2.36, 0.67, 0.49], [0.09, 0.13, 0.35], [0.72, -1.01, -1.11], [-2.25, 0.42, -1.54], [2.90, 0.18, -0.70], [2.86, -1.41, 0.37], [2.37, 0.34, 1.06], [-2.00, 1.60, 0.56], [-0.58, -0.10, -0.28], [-2.65, 0.25, 1.40]], "charge": 1, "e_homo_ev": -12.6192}

---

S:
{"formula": "C3H8NO", "method": "ωB97M-V/def2-TZVPD", "elements": ["C", "N", "H", "H", "H", "H", "C", "C", "O", "H", "H", "H", "H"], "positions_angstrom": [[0.43, -1.77, -0.88], [1.35, -1.17, -0.27], [0.28, -2.84, -0.76], [-0.32, -1.29, -1.46], [1.44, -0.12, -0.25], [1.99, -1.65, 0.36], [-1.55, 0.83, 0.92], [-0.67, 1.45, 0.17], [0.71, 1.30, 0.38], [-2.61, 0.94, 0.74], [-1.26, 0.12, 1.69], [-0.87, 2.16, -0.63], [1.10, 2.04, 0.00]], "charge": 1, "e_homo_ev": -13.6688}

---

Most stable: Q. Least stable: P.

---

P:
{"formula": "C4H10IN4", "method": "ωB97M-V/def2-TZVPD", "elements": ["C", "C", "C", "C", "N", "N", "N", "N", "I", "H", "H", "H", "H", "H", "H", "H", "H", "H", "H"], "positions_angstrom": [[-0.02, -0.22, -0.78], [-0.61, 2.16, -0.23], [-2.04, 1.63, 0.11], [0.14, -1.55, -0.91], [0.10, 0.94, -0.65], [-2.21, 0.40, 0.02], [-0.05, 2.86, 0.77], [2.33, -2.74, 0.75], [-3.97, -0.57, 0.12], [-0.55, 2.87, -1.05], [-2.78, 2.43, 0.27], [1.00, -2.02, -0.35], [0.20, -1.77, -2.06], [-0.85, -2.07, -0.53], [0.22, 2.52, 1.65], [0.65, 3.43, 0.40], [2.63, -3.30, 1.59], [2.93, -1.85, 0.92], [2.89, -3.13, -0.04]], "charge": 1, "e_homo_ev": -12.8841}

---

Q:
{"formula": "C4H10IN4", "method": "ωB97M-V/def2-TZVPD", "elements": ["C", "C", "C", "C", "N", "N", "N", "N", "I", "H", "H", "H", "H", "H", "H", "H", "H", "H", "H"], "positions_angstrom": [[0.31, 1.54, 0.32], [1.10, -0.14, -1.19], [-0.50, -0.41, 1.33], [0.29, 3.01, 0.46], [0.65, 1.01, -0.83], [-0.03, 0.78, 1.34], [0.79, -0.69, -2.35], [-0.41, -1.22, 2.37], [-1.69, -3.36, -1.15], [1.85, -0.65, -0.58], [-1.08, -0.78, 0.48], [0.70, 3.31, 1.41], [-0.75, 3.35, 0.44], [0.82, 3.49, -0.36], [0.13, -0.22, -2.95], [1.28, -1.50, -2.69], [-0.89, -2.11, 2.38], [-2.67, -4.49, -1.61], [0.09, -0.93, 3.19]], "charge": 1, "e_homo_ev": -13.3604}

---

Most stable: Q. Least stable: P.